Record 1
This record from OMol25 describes a cluster of 7 separate species, C26H51N6O8P in total. The level of theory is ωB97M-V/def2-TZVPD.

Structure (ORCA input):
```
! wB97M-V def2-TZVPD RIJCOSX def2/J DEFGRID3
* xyz 0 1
C 2.682 -0.176 1.789
P 1.652 1.407 1.805
C 2.339 2.712 0.625
C -0.099 0.876 1.364
C -1.197 1.282 2.174
C -2.648 0.752 1.720
O -3.654 1.484 1.716
C -2.663 -0.780 1.229
C -1.573 -1.178 0.405
C -0.443 -0.073 0.107
O 0.103 0.061 -1.013
H 2.357 -0.844 2.667
H 3.790 0.089 1.863
H 2.492 -0.778 0.828
H 1.710 2.797 -0.318
H 3.385 2.361 0.311
H 2.472 3.711 1.170
H -1.029 1.923 3.098
H -3.484 -1.509 1.514
H -1.477 -2.242 0.007
C 6.485 -3.742 -0.095
N 6.140 -2.896 1.032
C 5.554 -3.502 2.212
C 6.349 -1.553 1.015
O 6.082 -0.787 1.926
H 5.581 -4.243 -0.452
H 7.212 -4.487 0.232
H 6.914 -3.155 -0.908
H 4.572 -3.056 2.394
H 6.194 -3.300 3.074
H 5.448 -4.578 2.077
H 6.798 -1.197 0.074
C -4.341 0.661 6.993
N -4.481 0.018 5.702
C -4.573 0.840 4.511
C -4.528 -1.336 5.570
O -4.644 -1.935 4.515
H -5.205 1.308 7.164
H -3.429 1.262 6.994
H -4.284 -0.078 7.793
H -5.519 0.632 4.005
H -3.756 0.587 3.840
H -4.521 1.898 4.770
H -4.450 -1.869 6.531
C 3.719 1.995 -2.917
N 4.940 1.313 -3.296
C 5.280 1.207 -4.701
C 5.779 0.769 -2.371
O 6.818 0.184 -2.621
H 2.869 1.483 -3.374
H 3.761 3.027 -3.276
H 3.594 1.998 -1.834
H 5.360 0.151 -4.972
H 6.247 1.685 -4.874
H 4.518 1.686 -5.316
H 5.428 0.906 -1.335
C -7.892 -1.005 0.181
N -7.614 0.401 -0.031
C -6.359 0.949 0.448
C -8.495 1.223 -0.665
O -8.323 2.410 -0.874
H -7.883 -1.213 1.254
H -7.117 -1.599 -0.312
H -8.865 -1.277 -0.228
H -6.567 1.751 1.160
H -5.806 1.366 -0.397
H -5.762 0.176 0.930
H -9.414 0.706 -0.987
C 11.093 -2.015 -1.610
N 10.729 -3.104 -0.726
C 11.265 -3.124 0.621
C 9.899 -4.108 -1.120
O 9.554 -5.050 -0.428
H 12.178 -2.008 -1.739
H 10.772 -1.071 -1.164
H 10.618 -2.129 -2.586
H 11.838 -4.044 0.765
H 10.440 -3.112 1.337
H 11.909 -2.261 0.790
H 9.548 -3.997 -2.159
C -9.911 4.176 -5.579
N -10.290 3.096 -4.692
C -9.761 3.076 -3.341
C -11.127 2.097 -5.088
O -11.483 1.163 -4.394
H -8.825 4.173 -5.700
H -10.226 5.126 -5.138
H -10.380 4.062 -6.557
H -9.199 2.153 -3.190
H -10.591 3.099 -2.632
H -9.110 3.933 -3.170
H -11.470 2.207 -6.130
*
```

As for the SMILES: CP(C)C1=CC(=O)C=CC1=O.CN(C)C=O.CN(C)C=O.CN(C)C=O.CN(C)C=O.CN(C)C=O.CN(C)C=O. The value obtained for the LUMO energy is -1.217 eV.

Atom charges from the Löwdin analysis, given in e for atoms 1 to 8: C -0.32; P 0.88; C -0.31; C -0.31; C 0.01; C -0.31; O 0.03; C 0.02

Record 2
This record from OMol25 describes a structure of composition C26H51NO2P2Pd. The level of theory is ωB97M-V/def2-TZVPD.

Structure (ORCA input):
```
! wB97M-V def2-TZVPD RIJCOSX def2/J DEFGRID3
* xyz 4 5
Pd -0.321 0.215 -0.971
C 1.093 -0.206 -2.375
O 1.620 -0.233 -3.404
C 0.545 1.843 0.092
O 0.960 2.957 -0.018
P -2.199 0.822 -1.701
C -3.236 1.499 -0.392
H -4.038 1.871 -1.046
C -1.741 2.050 -2.938
H -0.923 2.635 -2.471
C -2.901 -0.674 -2.379
H -3.070 -1.315 -1.497
C 2.563 -2.807 0.054
P 2.330 -1.170 0.780
H 3.534 -1.325 2.780
H 1.660 -3.317 0.427
C 3.896 -0.155 0.202
H 4.657 -0.960 0.302
C -1.235 1.436 -4.240
H -2.075 1.204 -4.911
H -0.583 0.561 -4.143
H -0.622 2.201 -4.732
C -2.988 2.892 -3.138
H -2.944 3.297 -4.150
H -3.029 3.722 -2.425
H -3.916 2.304 -3.066
C -4.214 -0.263 -3.009
H -4.871 0.300 -2.334
H -4.726 -1.194 -3.265
H -4.059 0.299 -3.940
C -1.979 -1.412 -3.356
H -2.279 -2.466 -3.363
H -0.910 -1.381 -3.084
H -2.101 -1.025 -4.374
C -3.829 0.446 0.549
H -4.719 -0.025 0.104
H -4.132 0.934 1.485
H -3.108 -0.343 0.815
C -2.641 2.688 0.360
H -1.917 2.342 1.115
H -3.469 3.182 0.892
H -2.168 3.434 -0.294
C 3.830 -3.447 0.641
H 4.094 -3.098 1.647
H 4.692 -3.294 -0.024
H 3.636 -4.525 0.704
C 2.570 -2.884 -1.472
H 3.419 -2.348 -1.919
C 1.956 0.004 3.298
H 1.631 -2.525 -1.915
H 2.684 -3.945 -1.743
C 1.609 -2.450 2.994
H 0.901 -0.203 3.490
H 2.397 0.242 4.249
H 2.075 0.991 2.744
C 2.463 -1.219 2.608
H 1.227 -2.304 4.018
H 2.231 -3.354 2.948
H 0.690 -2.587 2.371
C 4.306 1.014 1.119
H 3.658 1.903 1.029
H 5.299 1.374 0.801
H 4.380 0.708 2.171
C 3.946 0.329 -1.252
H 3.594 -0.397 -1.988
H 4.999 0.537 -1.523
H 3.404 1.278 -1.401
H -0.425 -0.319 1.141
H -1.285 0.300 0.722
C -1.337 1.165 4.625
C -1.103 0.651 3.201
C -0.238 1.386 2.394
C 0.814 0.990 1.302
N 0.788 -0.346 0.960
C -1.160 -1.457 2.005
C -1.608 -0.722 2.998
H -0.583 0.738 5.308
H -1.300 2.268 4.619
H -2.358 0.890 4.956
H 0.096 2.377 2.792
H 1.895 0.940 1.212
H -1.532 -2.381 1.473
H -2.269 -1.144 3.756
*
```

The calculation puts the energy above the lowest of the compared OMol25 structures with the same formula, charge and spin at 209.93 kcal/mol. As for the expectation value of S²: 6.062. The value obtained for the LUMO energy (spin up / spin down) is -14.378 / -16.417 eV.

Atom charges from the Löwdin analysis, given in e for atoms 1 to 8: Pd 0.69; C -0.08; O 0.20; C -0.27; O 0.20; P 0.98; C -0.51; H 0.12

Record 3
This record from OMol25 describes a cluster of 5 separate species, C26H52Cl8FNO4P in total. The level of theory is ωB97M-V/def2-TZVPD.

Structure (ORCA input):
```
! wB97M-V def2-TZVPD RIJCOSX def2/J DEFGRID3
* xyz 0 2
C -2.804 -0.509 -2.566
C -1.545 -0.956 -1.724
O -1.831 -2.213 -1.071
P -1.173 -2.278 0.471
O -1.885 -3.415 1.186
C 0.621 -2.728 0.307
C 1.616 -1.680 0.926
C 1.721 -0.334 0.136
C 3.078 -0.098 -0.641
C 2.921 1.363 -1.259
C 2.918 2.495 -0.202
F 2.704 3.702 -0.918
C 3.132 -1.070 -1.888
C 4.171 -2.232 -1.854
C 4.420 -2.640 -3.372
C 3.625 -3.563 -1.196
N 5.504 -1.915 -1.302
O 6.044 -2.886 -0.658
C 5.599 -0.606 -0.624
C 6.038 0.511 -1.651
C 6.817 -0.715 0.382
C 4.359 -0.217 0.252
O -1.429 -0.888 1.359
C -2.873 -0.787 1.528
C -3.232 0.738 1.624
H -3.453 0.189 -1.994
H -2.410 -0.025 -3.488
H -3.371 -1.433 -2.815
H -1.320 -0.119 -1.031
H -0.705 -1.133 -2.433
H 0.754 -3.669 0.886
H 0.806 -2.964 -0.759
H 1.198 -1.432 1.932
H 2.574 -2.198 1.120
H 1.466 0.491 0.830
H 0.926 -0.327 -0.651
H 1.896 1.357 -1.709
H 3.611 1.540 -2.107
H 3.920 2.625 0.260
H 2.099 2.444 0.535
H 3.230 -0.464 -2.819
H 2.126 -1.548 -1.968
H 3.520 -3.101 -3.830
H 5.343 -3.235 -3.493
H 4.593 -1.676 -3.913
H 3.674 -3.552 -0.092
H 2.615 -3.736 -1.616
H 4.246 -4.425 -1.523
H 5.607 0.375 -2.661
H 7.150 0.514 -1.694
H 5.757 1.501 -1.222
H 7.022 0.322 0.746
H 7.739 -1.062 -0.117
H 6.558 -1.309 1.281
H 4.287 -0.974 1.063
H 4.639 0.735 0.759
H -3.435 -1.187 0.659
H -3.205 -1.358 2.415
H -2.926 1.182 0.649
H -2.644 1.189 2.447
H -4.318 0.910 1.739
Cl -1.379 6.930 -0.680
C -0.056 6.522 0.440
C 0.215 5.036 0.484
Cl -1.114 4.130 1.254
H -0.314 6.910 1.424
H 0.831 7.047 0.087
H 1.112 4.842 1.072
H 0.368 4.628 -0.513
Cl -6.670 1.019 2.968
C -7.057 1.932 4.446
C -5.883 2.754 4.927
Cl -4.560 1.730 5.536
H -7.387 1.223 5.204
H -7.893 2.589 4.206
H -6.195 3.395 5.752
H -5.483 3.387 4.136
Cl -1.850 0.492 -5.792
C -3.255 -0.246 -6.602
C -4.115 0.784 -7.298
Cl -4.960 1.843 -6.142
H -3.821 -0.802 -5.856
H -2.863 -0.954 -7.331
H -4.883 0.283 -7.888
H -3.527 1.412 -7.964
Cl -6.659 -1.761 6.868
C -5.032 -1.695 6.145
C -4.196 -2.901 6.505
Cl -3.751 -2.918 8.231
H -4.559 -0.769 6.466
H -5.169 -1.650 5.064
H -3.265 -2.886 5.938
H -4.717 -3.830 6.282
*
```

As for the expectation value of S²: 0.754. The value obtained for the LUMO energy (spin up / spin down) is 0.343 / 0.152 eV.

Atom charges from the Löwdin analysis, given in e for atoms 1 to 8: C -0.07; C -0.29; O -0.23; P 0.63; O -0.32; C -0.20; C -0.20; C -0.14

Record 4
This record from OMol25 describes a structure of composition C26H52F2N6O16S. The level of theory is ωB97M-V/def2-TZVPD.

Structure (ORCA input):
```
! wB97M-V def2-TZVPD RIJCOSX def2/J DEFGRID3
* xyz 0 1
C 0.230 7.575 -1.004
C -0.070 6.692 0.181
O -1.217 6.636 0.651
N 0.941 5.897 0.521
C 0.922 4.801 1.491
H -0.225 8.565 -1.017
H -0.122 7.065 -1.900
H 1.296 7.783 -1.087
H 1.772 5.946 -0.051
H 1.942 4.542 1.777
H 0.428 3.945 1.032
H 0.415 4.997 2.436
C 1.319 3.849 -6.510
C 1.570 2.376 -6.164
O 2.530 1.698 -6.526
N 0.553 1.819 -5.595
C 0.378 0.395 -5.367
H 2.251 4.371 -6.727
H 0.946 4.299 -5.590
H 0.653 4.068 -7.345
H -0.269 2.399 -5.504
H 1.024 -0.166 -6.041
H -0.649 0.055 -5.505
H 0.824 0.152 -4.402
C -2.701 -5.789 0.110
C -1.523 -5.190 0.860
O -1.695 -4.649 1.953
N -0.345 -5.259 0.363
C 0.797 -4.548 1.008
H -2.478 -5.951 -0.944
H -3.555 -5.121 0.223
H -2.783 -6.812 0.476
H -0.202 -5.502 -0.607
H 0.999 -4.980 1.988
H 0.459 -3.545 1.270
H 1.683 -4.609 0.376
C -0.730 -3.245 7.569
C -1.047 -2.076 6.685
O -1.331 -1.051 7.247
N -1.232 -2.234 5.410
C -1.649 -1.172 4.543
H -0.122 -2.999 8.440
H -0.156 -4.010 7.045
H -1.590 -3.746 8.013
H -1.460 -3.146 5.040
H -1.729 -1.420 3.485
H -0.944 -0.342 4.595
H -2.652 -0.853 4.826
C -4.484 -0.743 0.095
C -3.900 0.377 0.979
O -2.938 0.147 1.703
N -4.545 1.587 0.967
C -4.237 2.778 1.663
H -5.366 -1.056 0.654
H -3.690 -1.393 -0.271
H -4.778 -0.272 -0.843
H -5.412 1.598 0.450
H -3.222 2.797 2.060
H -4.847 2.795 2.566
H -4.522 3.688 1.134
C -0.485 -1.338 -1.083
C 0.352 -0.953 0.119
O 1.496 -1.403 0.300
N -0.192 -0.006 0.891
C 0.562 0.657 1.954
H -0.125 -0.945 -2.034
H -1.517 -0.987 -1.072
H -0.509 -2.419 -1.221
H -1.196 -0.088 0.964
H 0.453 0.142 2.908
H 0.304 1.716 1.937
H 1.621 0.572 1.710
C -1.211 3.431 -1.891
C -0.193 2.476 -2.505
O -1.010 1.515 -3.052
C -2.156 1.475 -2.399
O -3.060 0.637 -2.576
O -2.345 2.606 -1.721
F 0.578 2.006 -1.570
H -1.399 4.290 -2.535
H -0.896 3.857 -0.939
H 0.414 2.944 -3.281
C 2.910 -2.584 3.247
C 3.755 -1.388 3.687
O 5.040 -1.984 3.446
C 5.082 -3.263 3.546
O 6.077 -4.006 3.552
O 3.775 -3.714 3.585
F 3.516 -1.317 4.952
H 2.780 -2.574 2.165
H 1.902 -2.695 3.649
H 3.605 -0.478 3.107
C 2.550 -1.304 -2.842
C 3.613 -0.890 -3.877
O 3.524 -1.865 -4.926
S 2.641 -3.144 -4.410
O 3.572 -3.896 -3.583
O 1.841 -3.715 -5.500
O 1.695 -2.192 -3.495
H 1.984 -0.428 -2.525
H 3.100 -1.798 -2.041
H 4.586 -0.921 -3.387
H 3.449 0.156 -4.134
*
```

The value obtained for the LUMO energy is -0.437 eV.

Atom charges from the Löwdin analysis, given in e for atoms 1 to 8: C -0.01; C -0.57; O 0.02; N 0.00; C -0.05; H 0.09; H 0.08; H 0.07

So what do the calculations give for strongest force on any atom? Going down the list: 0.080; 0.112; 0.087; 0.110 hartree/bohr.